No. 1
DFT (the ωB97M-V functional and the def2-TZVPD basis) results for a 10-piece molecular cluster, C21H49N9O12 overall at a distorted geometry.

Calculated values
E_LUMO (alpha / beta): 2.1 / -2.8 eV
Calculated total energy: -60558.3900 eV
Total charge: -1
Spin multiplicity: 2

XYZ file:
```
91
Properties=species:S:1:pos:R:3:forces:R:3
C -0.2747 0.0830 -0.0447 0.40 -1.10 -0.94
O 0.2896 -0.7403 0.7330 -0.92 0.17 -0.37
O -0.8745 -0.3389 -1.0968 1.20 0.80 1.27
O -0.1541 1.2963 0.1707 -0.30 0.70 -0.30
C 2.2359 -2.8057 -1.3443 0.40 -0.14 0.39
C 2.1710 -3.7400 -0.1571 0.80 0.23 -0.74
O 2.6715 -4.8303 -0.2318 0.45 -1.50 0.11
N 1.5503 -3.3096 0.9416 -1.23 -0.36 1.70
C 1.2943 -4.1795 2.1342 0.76 1.35 -0.32
H 1.2814 -2.9462 -1.8515 0.09 0.57 -0.32
H 3.0758 -3.1232 -1.9624 -0.28 -0.20 -0.10
H 2.4732 -1.7913 -1.0238 -0.63 0.18 -0.07
H 1.1830 -2.3692 0.9693 0.23 -0.27 -0.02
H 0.7086 -3.5546 2.8083 -0.32 -0.24 -0.02
H 2.2279 -4.3398 2.6735 0.11 -0.28 -0.19
H 0.8166 -5.1382 1.9321 -0.01 0.25 -0.35
C 0.6613 4.7315 -1.5081 0.24 -0.12 1.58
C -0.0777 3.9927 -2.5884 -0.99 -0.51 1.98
O -0.0778 4.4742 -3.6704 0.04 0.63 -3.16
N -0.9060 2.9486 -2.2316 0.82 0.22 -0.61
C -1.8703 2.2579 -3.1230 0.62 -0.04 1.53
H 1.7306 4.8836 -1.6543 -0.11 -0.26 -0.55
H 0.5668 4.2910 -0.5155 -0.10 -0.20 0.02
H 0.2366 5.7295 -1.3991 -0.18 -0.01 -0.32
H -0.8117 2.5555 -1.3060 -0.01 0.09 -0.13
H -1.9318 2.6219 -4.1486 0.04 0.47 0.46
H -2.7710 2.3241 -2.5128 -0.63 0.00 -0.85
H -1.6216 1.1973 -3.1604 0.16 -0.08 -0.16
O 0.5293 -1.8164 -5.4964 1.49 0.13 -1.85
C 0.3929 -1.1696 -4.4876 0.58 -0.74 -1.03
N -0.6347 -1.4558 -3.7334 -1.36 0.88 2.25
C 1.2733 -0.1111 -3.8775 0.49 0.41 0.09
H -1.3152 -2.1454 -4.0189 0.19 0.20 0.32
H -0.5973 -0.8816 -2.9034 -1.39 -0.89 0.33
H 2.1748 -0.5559 -3.4561 0.05 -0.18 -0.29
H 0.7537 0.3439 -3.0342 0.04 0.25 -0.08
H 1.5699 0.6816 -4.5643 -0.07 -0.21 -0.12
O -2.2037 -1.2210 4.9581 -0.51 -0.96 1.95
C -1.6830 -0.8552 3.9429 -1.35 0.00 -0.57
N -1.4734 -1.6720 2.9127 0.85 -1.36 -1.33
C -1.4884 0.5730 3.7069 0.75 1.01 -0.15
H -0.9198 -1.4170 2.1074 -0.17 0.19 0.18
H -1.7464 -2.6429 2.9672 0.08 0.15 0.36
H -0.6841 0.8360 4.3940 -0.04 0.64 -0.18
H -2.3990 1.0941 4.0025 0.13 -0.01 -0.02
H -1.2357 0.7946 2.6700 0.15 0.24 0.16
O -1.2447 -5.2019 -1.3018 -0.54 0.34 0.31
C -1.6835 -4.0585 -1.3271 -0.27 -1.16 -1.54
N -1.0997 -3.0631 -0.6680 0.58 0.79 1.49
C -2.8484 -3.6433 -2.2113 -0.09 0.54 -0.57
H -0.3904 -3.2999 0.0110 0.18 -0.25 -0.25
H -1.2573 -2.0688 -0.7493 -0.39 -0.57 -0.39
H -3.8225 -4.0074 -1.8847 0.18 -0.09 0.25
H -2.7267 -3.9598 -3.2472 0.25 -0.58 0.14
H -2.9084 -2.5592 -2.3074 -0.15 0.05 0.40
O -5.4898 -1.0098 -0.7838 -2.25 0.19 0.38
C -4.3390 -0.8708 -0.4487 -1.72 -2.91 0.11
N -3.5049 -0.3515 -1.3050 3.07 1.02 -0.15
C -3.8478 -1.5316 0.8503 -0.62 1.34 0.24
H -2.5389 -0.5097 -1.0560 -0.17 0.73 -0.70
H -3.7448 -0.0410 -2.2357 -0.34 -0.20 0.38
H -4.6979 -2.0026 1.3438 -0.06 -0.13 -0.44
H -3.6509 -0.6755 1.4956 0.65 -0.13 0.34
H -3.0179 -2.2379 0.8269 0.02 0.41 -0.39
O 0.3293 4.9428 3.1776 -0.81 -1.90 -1.17
C -0.0699 4.0246 2.4145 -1.12 4.50 1.29
N 0.5830 2.9000 2.2593 0.58 -1.28 -0.20
C -1.3927 4.2521 1.6037 0.78 -1.02 -0.09
H 1.3560 2.7102 2.8811 -0.06 0.22 -0.38
H 0.4103 2.3233 1.4483 0.00 -0.21 0.46
H -2.2570 4.4455 2.2390 0.37 0.17 0.28
H -1.6380 3.3506 1.0424 -0.03 -0.14 -0.10
H -1.3031 5.0508 0.8674 0.22 0.15 0.30
O 5.0388 1.7338 -0.7999 -3.14 -0.37 0.63
C 3.7822 1.7421 -0.5963 4.98 1.40 -0.87
N 2.9906 0.8124 -1.1057 -1.27 -0.63 -0.01
C 3.1912 2.8908 0.1391 -0.81 0.30 1.21
H 3.3769 0.0142 -1.5893 -0.04 0.31 0.06
H 1.9984 0.9088 -0.9436 0.14 -0.30 -0.23
H 2.1192 3.0388 0.0085 0.16 0.01 -0.47
H 3.7423 3.8246 0.0278 -0.01 -0.24 -0.55
H 3.2482 2.7177 1.2138 0.29 -0.40 0.15
O 4.3051 -0.2804 3.3329 3.35 -0.47 1.32
C 3.1734 -0.0967 3.0394 -0.77 1.29 2.36
N 2.7362 -0.3681 1.8515 -1.60 -0.37 -2.71
C 2.1768 0.5218 4.0027 -1.05 -0.21 0.10
H 3.4000 -0.7183 1.1755 -0.16 0.02 0.09
H 1.7603 -0.2633 1.6133 0.41 -0.08 -0.18
H 2.2285 0.1917 5.0402 0.51 -0.37 -0.21
H 1.1783 0.2548 3.6565 -0.15 0.23 0.06
H 2.2328 1.6078 4.0766 0.33 -0.04 -0.26
```
Positions in Å, forces in eV/Å.

Results of the Mulliken charge analysis, in e, for atoms 1 through 2: number 1, C, carries -0.3976; number 2, O, carries 1.2388


No. 2
DFT (the ωB97M-V functional and the def2-TZVPD basis) results for a 3-piece molecular cluster, C21H49NO12P2 overall at a distorted geometry.

Calculated values
E_LUMO: 0.3 eV
Calculated total energy: -67203.9396 eV
Total charge: 0

XYZ file:
```
85
Properties=species:S:1:pos:R:3:forces:R:3
C 4.2081 -2.1946 -0.7039 0.27 -0.13 0.60
C 3.9607 -3.6803 -0.8632 0.60 0.14 0.55
O 2.9092 -4.0580 0.0451 -0.17 -0.08 -1.27
P 1.4481 -4.4860 -0.5956 -0.99 -0.16 1.22
C 1.1239 -3.3560 -2.0268 0.44 -0.31 -0.57
C -0.2031 -3.6145 -2.7683 0.31 0.65 0.47
P -1.7043 -3.6480 -1.7409 -0.53 -1.02 0.08
O -2.2335 -5.0039 -1.7042 -0.44 -0.82 -0.04
O -1.3595 -3.1317 -0.2641 -0.04 0.57 -0.62
C -2.5316 -3.0035 0.5654 -0.22 0.14 0.43
C -2.1444 -3.1157 2.0144 -0.11 0.51 -0.09
O -2.8504 -2.6542 -2.2951 0.97 0.48 -0.29
C -2.4444 -1.5346 -3.1109 -0.19 0.24 0.49
C -1.3821 -0.6284 -2.4693 0.27 -0.28 -0.86
C 1.8579 -6.1372 -1.3690 0.43 0.09 -0.34
O 0.9374 -6.4461 -2.4177 -0.13 0.64 0.10
N 0.5875 -7.8442 -2.3123 0.20 -0.50 0.45
O -0.5493 -7.9827 -2.1854 -0.19 0.04 -0.43
H 3.2780 -1.6554 -0.5702 -0.17 0.20 -0.39
H 4.7469 -2.0682 0.2321 0.06 0.15 0.17
H 4.8368 -1.7580 -1.4723 -0.13 0.02 -0.31
H 3.7886 -3.9820 -1.8932 -0.38 -0.03 -0.08
H 4.8497 -4.2152 -0.5363 0.11 -0.17 -0.03
H 1.9162 -3.4343 -2.7706 0.10 0.03 -0.15
H 1.1290 -2.3189 -1.7024 0.08 0.06 0.46
H -0.2607 -2.8680 -3.5520 -0.19 0.21 -0.09
H -0.1773 -4.5701 -3.2726 -0.22 -0.31 0.14
H -2.9810 -2.0302 0.3737 -0.01 0.13 -0.06
H -3.2857 -3.7510 0.3312 0.15 -0.25 -0.31
H -3.0460 -3.0033 2.6114 -0.14 -0.11 0.13
H -1.5012 -2.2784 2.2712 0.33 -0.08 0.16
H -1.6719 -4.0610 2.2463 0.16 -0.13 0.00
H -2.1125 -1.9178 -4.0702 0.08 -0.04 -0.18
H -3.3363 -0.9500 -3.2961 -0.32 -0.11 0.05
H -1.1144 -0.9134 -1.4578 -0.27 0.11 0.26
H -1.6800 0.4099 -2.5428 -0.11 0.21 0.35
H -0.4710 -0.7104 -3.0579 0.25 0.06 0.04
H 1.7103 -6.8429 -0.5573 0.05 -0.10 0.25
H 2.9010 -6.2291 -1.6808 0.07 0.07 -0.26
C 6.1210 3.7510 1.1432 -0.10 0.16 0.01
O 4.7811 3.9098 0.7297 0.02 -0.33 0.06
C 4.5223 3.5000 -0.6007 -0.02 0.19 0.05
C 3.2456 2.6930 -0.7157 -0.15 0.04 -0.12
O 3.2841 1.3997 -0.1326 0.00 -0.09 0.06
C 3.3397 1.2930 1.2854 0.09 -0.05 -0.07
C 2.0981 1.7574 2.0185 0.10 0.19 0.23
O 1.9463 3.1662 1.9796 -0.02 -0.04 -0.33
C 0.6232 3.6036 1.7582 0.17 0.03 0.05
H 6.7342 4.5972 0.8156 0.09 -0.07 -0.03
H 6.1297 3.7135 2.2322 -0.02 0.07 0.00
H 6.5518 2.8185 0.7648 0.02 0.01 -0.03
H 5.3545 2.9096 -0.9991 0.02 -0.03 0.06
H 4.4168 4.4002 -1.2200 0.00 -0.09 -0.15
H 3.0819 2.5126 -1.7817 0.04 -0.04 0.00
H 2.3840 3.2614 -0.3630 0.10 0.08 0.17
H 4.2391 1.7707 1.6760 -0.11 0.20 0.06
H 3.4435 0.2229 1.4830 -0.05 -0.02 -0.06
H 2.1937 1.4612 3.0711 -0.06 -0.22 -0.04
H 1.2201 1.2582 1.5940 -0.01 0.00 -0.03
H 0.1166 2.9944 1.0019 0.12 0.12 0.10
H 0.6712 4.6284 1.3909 0.03 0.04 0.07
H 0.0435 3.5898 2.6882 -0.09 -0.07 -0.04
C -5.6222 0.7123 0.8380 0.02 -0.01 0.18
O -4.5334 1.3086 1.5111 -0.02 0.19 -0.31
C -3.2613 0.9279 1.0222 -0.08 -0.07 0.17
C -2.3249 2.1089 0.8748 0.06 -0.07 0.13
O -2.6525 3.0217 -0.1582 0.10 -0.04 -0.10
C -3.7960 3.8484 -0.0083 -0.12 0.00 -0.10
C -3.6983 4.8988 1.0769 -0.24 -0.01 0.17
O -3.7546 4.3279 2.3728 0.31 -0.15 -0.10
C -2.8475 4.8870 3.2971 -0.17 -0.01 0.04
H -5.8241 -0.2893 1.2319 -0.02 -0.05 -0.11
H -6.4985 1.3377 1.0059 0.00 -0.02 0.07
H -5.4451 0.6522 -0.2406 0.01 -0.04 0.00
H -3.3464 0.4215 0.0534 -0.06 0.03 -0.02
H -2.8219 0.2195 1.7377 0.17 -0.03 -0.11
H -1.3500 1.7015 0.5902 -0.12 -0.06 -0.06
H -2.1806 2.6221 1.8274 -0.20 -0.04 0.04
H -4.7030 3.2516 0.0992 0.01 0.00 0.21
H -3.8794 4.3821 -0.9584 0.05 0.00 -0.01
H -4.5529 5.5795 0.9711 0.09 0.10 -0.16
H -2.7763 5.4744 0.9418 0.03 -0.02 0.02
H -1.8691 5.0726 2.8408 -0.03 0.05 -0.01
H -2.7144 4.1682 4.1052 -0.07 0.01 0.03
H -3.2384 5.8199 3.7171 0.11 0.05 -0.01
```
Positions in Å, forces in eV/Å.

Results of the Mulliken charge analysis, in e, for atoms 1 through 2: number 1, C, carries -0.9323; number 2, C, carries -0.3535


No. 3
DFT (the ωB97M-V functional and the def2-TZVPD basis) results for C21H4BeF7N5OS4 as an isolated structure at a distorted geometry.

Calculated values
E_LUMO (alpha / beta): -3.2 / -2.7 eV
Calculated total energy: -94103.9976 eV
Total charge: 0

XYZ file:
```
43
Properties=species:S:1:pos:R:3:forces:R:3
Be 2.4683 -0.9717 0.5614 0.03 0.34 -0.15
O 8.1800 -1.9668 3.4831 -2.17 0.15 -0.75
C 7.0673 -1.9447 2.9870 1.51 -0.31 0.68
S 5.5488 -1.6317 3.8927 -0.05 -0.09 -0.09
C 4.4369 -1.7223 2.5513 1.32 -0.22 -1.94
C 5.0415 -2.0298 1.2469 -0.13 0.73 1.25
S 4.1839 -1.9300 -0.2237 0.28 -0.10 0.49
S 6.7889 -2.2839 1.2670 -0.75 0.04 -0.17
S 2.8135 -1.3340 2.6591 -0.27 0.34 0.13
F -1.8013 -2.8655 -1.2444 -0.64 0.51 0.40
C -2.9113 -2.1551 -0.8782 0.46 -0.71 -0.89
C -4.1216 -2.5720 -1.4173 0.78 -0.63 0.02
F -4.0645 -3.7650 -2.0768 -0.42 1.39 0.30
C -5.3365 -1.8408 -1.2515 0.71 -0.01 0.73
C -5.2115 -0.7964 -0.2831 0.62 0.94 0.18
C -3.9997 -0.4905 0.3313 -0.91 0.07 0.81
F -4.1110 0.3159 1.4353 0.51 -0.38 -1.36
C -2.7422 -1.0584 -0.0329 -0.75 0.54 0.51
C -1.4966 -0.5004 0.4601 -0.05 -0.96 -0.50
C -0.2129 -1.0069 0.2505 -1.08 -0.09 0.17
N 0.9011 -1.3220 0.1722 0.21 0.08 -0.01
C -1.4720 0.7346 1.1416 0.29 1.11 0.37
N -1.3567 1.7715 1.6448 -0.03 -0.60 -0.22
F -6.2514 0.0117 0.0509 0.65 -1.16 -0.36
C -6.5448 -2.1916 -1.8685 -0.90 -0.52 -0.05
C -6.6520 -3.3214 -2.7496 0.01 0.85 0.67
N -6.7991 -4.2337 -3.4291 -0.05 -0.37 -0.39
C -7.7973 -1.5592 -1.5565 -0.52 0.56 -0.44
N -8.8253 -1.0279 -1.4438 1.11 -0.68 0.05
F 2.7494 5.5097 -1.9189 -0.28 -0.43 0.81
C 2.3226 5.0698 -0.7078 -0.23 0.97 0.17
F 3.0502 5.7099 0.2485 -0.55 -0.24 -0.79
F 1.0189 5.4916 -0.5705 1.50 -0.76 -0.17
C 2.4784 3.5648 -0.5429 -0.04 -1.20 0.60
C 3.2834 3.0496 0.5336 -1.17 2.89 -1.66
C 3.2607 1.7178 0.7405 0.16 -1.51 0.89
N 2.4956 0.8715 0.0335 -0.17 -0.33 -0.46
C 1.7667 1.3285 -1.0209 0.64 -0.51 0.20
C 1.7557 2.6784 -1.3789 0.53 0.80 0.83
H 3.8147 3.7884 1.1563 -0.20 -0.85 -0.30
H 3.8370 1.2780 1.5697 -0.34 0.13 -0.49
H 1.2455 0.5346 -1.5891 0.19 0.79 0.41
H 1.1989 3.0955 -2.2327 0.19 -0.55 0.53
```
Positions in Å, forces in eV/Å.

Results of the natural (NBO) charge analysis, in e, for atoms 1 through 2: number 1, Be, carries 1.4680; number 2, O, carries -0.5081